{
  "formula": "C62H151F6N13O29",
  "method": "wB97M-V/def2-TZVPD",
  "elements": ["C", "O", "C", "C", "N", "H", "H", "C", "C", "O", "C", "H", "H", "H", "H", "H", "H", "H", "H", "H", "H", "H", "H", "H", "H", "C", "O", "C", "C", "N", "H", "H", "C", "C", "O", "C", "H", "H", "H", "H", "H", "H", "H", "H", "H", "H", "H", "H", "H", "H", "C", "O", "C", "C", "N", "H", "H", "C", "C", "O", "C", "H", "H", "H", "H", "H", "H", "H", "H", "H", "H", "H", "H", "H", "H", "C", "O", "C", "C", "N", "H", "H", "C", "C", "O", "C", "H", "H", "H", "H", "H", "H", "H", "H", "H", "H", "H", "H", "H", "H", "C", "O", "C", "C", "N", "H", "H", "C", "C", "O", "C", "H", "H", "H", "H", "H", "H", "H", "H", "H", "H", "H", "H", "H", "H", "C", "O", "C", "C", "N", "H", "H", "C", "C", "O", "C", "H", "H", "H", "H", "H", "H", "H", "H", "H", "H", "H", "H", "H", "H", "C", "O", "C", "C", "N", "H", "H", "C", "C", "O", "C", "H", "H", "H", "H", "H", "H", "H", "H", "H", "H", "H", "H", "H", "H", "C", "O", "C", "C", "N", "H", "H", "C", "C", "O", "C", "H", "H", "H", "H", "H", "H", "H", "H", "H", "H", "H", "H", "H", "H", "C", "C", "N", "C", "C", "N", "C", "C", "H", "H", "H", "H", "H", "H", "H", "H", "H", "H", "H", "N", "O", "O", "O", "N", "O", "O", "O", "N", "O", "O", "O", "C", "O", "O", "C", "F", "F", "F", "C", "C", "H", "H", "H", "H", "H", "H", "C", "O", "O", "C", "F", "F", "F", "C", "C", "H", "H", "H", "H", "H", "H"],
  "xyz": [[-1.27, -6.43, -2.60], [-1.54, -5.05, -2.58], [-2.14, -4.65, -3.78], [-2.43, -3.19, -3.69], [-1.23, -2.31, -3.27], [-1.63, -1.32, -3.34], [-1.00, -2.63, -2.34], [-0.17, -2.46, -4.25], [1.22, -2.57, -3.68], [1.73, -3.90, -3.55], [1.99, -4.39, -4.87], [-2.13, -7.01, -2.25], [-0.35, -6.47, -1.97], [-0.98, -6.75, -3.56], [-3.14, -5.15, -3.90], [-1.43, -4.86, -4.56], [-3.22, -2.96, -2.99], [-2.75, -2.74, -4.64], [-0.18, -1.60, -5.01], [-0.46, -3.38, -4.74], [1.22, -2.14, -2.61], [1.80, -1.96, -4.33], [2.07, -5.45, -4.91], [2.97, -3.94, -5.25], [1.18, -4.20, -5.52], [-12.14, 1.87, -0.97], [-10.78, 1.90, -1.39], [-10.60, 1.02, -2.47], [-9.19, 1.10, -2.97], [-8.29, 0.92, -1.81], [-8.55, 1.65, -1.16], [-8.60, 0.08, -1.40], [-6.86, 0.96, -2.03], [-6.27, 1.82, -0.92], [-7.26, 2.78, -0.47], [-6.86, 3.65, 0.55], [-12.46, 0.85, -0.93], [-12.78, 2.45, -1.61], [-12.12, 2.34, 0.06], [-11.25, 1.39, -3.24], [-10.90, 0.02, -2.16], [-8.92, 2.00, -3.41], [-8.96, 0.31, -3.71], [-6.80, 1.49, -3.02], [-6.49, -0.06, -2.10], [-5.43, 2.34, -1.30], [-5.94, 1.26, -0.06], [-6.71, 3.34, 1.55], [-7.67, 4.37, 0.67], [-5.90, 4.15, 0.21], [-0.74, -5.62, 6.35], [-0.47, -6.27, 5.09], [0.21, -5.51, 4.17], [0.50, -6.34, 2.99], [-0.76, -6.56, 2.21], [-1.39, -6.90, 2.91], [-1.17, -5.62, 1.93], [-0.67, -7.37, 0.98], [0.04, -8.70, 1.12], [1.41, -8.40, 0.83], [2.35, -9.44, 1.10], [-1.43, -4.77, 6.29], [0.19, -5.18, 6.75], [-1.16, -6.38, 6.96], [1.17, -5.16, 4.56], [-0.43, -4.67, 3.86], [0.75, -7.32, 3.37], [1.32, -5.95, 2.35], [-0.07, -6.80, 0.25], [-1.73, -7.41, 0.65], [-0.32, -9.42, 0.33], [-0.03, -9.15, 2.13], [2.35, -9.72, 2.15], [3.38, -9.12, 0.94], [2.20, -10.40, 0.54], [4.27, -1.22, -2.08], [3.18, -2.02, -1.59], [3.42, -2.73, -0.39], [4.15, -4.08, -0.61], [3.44, -4.92, -1.62], [2.42, -4.97, -1.33], [3.33, -4.38, -2.48], [4.07, -6.27, -1.82], [3.62, -6.98, -3.07], [2.23, -7.08, -3.02], [1.69, -8.41, -2.97], [3.83, -0.54, -2.90], [5.05, -1.87, -2.42], [4.76, -0.67, -1.25], [2.39, -2.95, -0.01], [3.96, -2.11, 0.30], [4.08, -4.61, 0.34], [5.23, -3.96, -0.87], [3.82, -6.80, -0.93], [5.11, -6.03, -1.97], [4.21, -7.96, -3.06], [4.03, -6.44, -3.96], [0.88, -8.31, -2.24], [2.40, -9.17, -2.69], [1.25, -8.69, -3.92], [-6.14, 7.56, -2.76], [-4.75, 7.69, -3.00], [-4.01, 8.05, -1.82], [-2.65, 8.40, -2.39], [-2.15, 7.11, -3.04], [-2.21, 6.37, -2.37], [-2.97, 6.71, -3.55], [-0.86, 6.96, -3.69], [-0.88, 7.42, -5.12], [-1.99, 6.82, -5.72], [-2.47, 7.55, -6.81], [-6.36, 6.97, -1.85], [-6.65, 7.18, -3.66], [-6.55, 8.59, -2.59], [-3.98, 7.23, -1.09], [-4.34, 9.00, -1.33], [-1.91, 8.70, -1.63], [-2.78, 9.12, -3.15], [-0.67, 5.88, -3.66], [-0.08, 7.48, -3.19], [0.06, 7.07, -5.60], [-0.88, 8.53, -5.30], [-2.55, 8.62, -6.57], [-3.46, 7.20, -7.04], [-1.82, 7.39, -7.70], [0.49, 2.92, -3.57], [0.08, 3.54, -4.77], [0.00, 2.62, -5.90], [-0.69, 3.16, -7.09], [-2.13, 3.31, -6.93], [-2.59, 2.49, -6.40], [-2.34, 4.13, -6.36], [-2.91, 3.50, -8.26], [-4.36, 3.69, -8.07], [-4.44, 4.88, -7.30], [-5.80, 5.34, -7.07], [-0.10, 2.12, -3.20], [0.43, 3.67, -2.78], [1.52, 2.61, -3.58], [-0.48, 1.63, -5.52], [1.01, 2.29, -6.19], [-0.44, 2.48, -7.93], [-0.26, 4.16, -7.27], [-2.65, 2.64, -8.89], [-2.45, 4.30, -8.78], [-4.90, 2.79, -7.66], [-4.77, 3.78, -9.08], [-5.91, 6.06, -6.22], [-6.44, 4.52, -6.67], [-6.09, 5.85, -7.93], [-3.60, 1.08, 6.27], [-2.66, 2.12, 6.03], [-2.81, 3.27, 6.95], [-2.01, 4.48, 6.31], [-2.18, 5.81, 6.89], [5.19, 3.71, 4.13], [-2.31, 6.49, 6.15], [-1.29, 6.29, 7.97], [-1.54, 5.72, 9.32], [-0.72, 4.57, 9.32], [-0.83, 3.88, 10.57], [-3.62, 0.86, 7.35], [-3.35, 0.21, 5.63], [-4.54, 1.56, 6.09], [-2.42, 2.99, 7.96], [-3.86, 3.59, 7.04], [-2.17, 4.51, 5.22], [-0.91, 4.16, 6.40], [-1.25, 7.37, 7.83], [-0.20, 5.95, 7.81], [-2.66, 5.50, 9.44], [-1.31, 6.42, 10.18], [-1.88, 3.50, 10.62], [-0.64, 4.49, 11.43], [-0.12, 3.15, 10.46], [8.26, -7.23, 4.43], [8.05, -6.33, 3.27], [8.91, -5.25, 3.32], [8.37, -4.16, 2.40], [6.91, -4.02, 2.45], [6.73, -2.65, 1.24], [6.37, -4.79, 2.08], [6.28, -3.66, 3.67], [4.76, -3.51, 3.64], [4.16, -4.74, 3.19], [3.91, -5.70, 4.21], [8.06, -6.62, 5.37], [9.22, -7.74, 4.42], [7.48, -7.99, 4.27], [9.92, -5.60, 3.01], [8.89, -4.77, 4.34], [8.64, -4.52, 1.40], [8.86, -3.17, 2.72], [6.64, -2.70, 4.07], [6.49, -4.42, 4.42], [4.47, -2.78, 2.88], [4.34, -3.25, 4.64], [3.25, -5.32, 4.90], [4.87, -5.92, 4.72], [3.58, -6.60, 3.67], [-2.55, 0.31, 0.35], [-2.43, 0.56, 1.89], [-1.12, 1.04, 2.36], [0.19, 0.88, 1.73], [1.11, 1.41, 2.53], [0.39, 2.04, 3.61], [-0.90, 1.76, 3.50], [1.07, 2.76, 4.64], [-1.87, -0.50, -0.04], [-2.52, 1.25, -0.30], [-3.61, 0.04, 0.26], [-2.70, -0.39, 2.46], [-3.20, 1.35, 2.10], [0.33, 0.55, 0.70], [2.19, 1.53, 2.43], [-1.71, 2.04, 4.18], [0.35, 3.18, 5.37], [1.57, 3.63, 4.19], [1.96, 2.21, 4.92], [-3.04, 3.47, -2.16], [-2.97, 4.65, -2.75], [-3.37, 3.39, -0.95], [-2.81, 2.43, -2.81], [-3.40, 0.43, -4.56], [-2.22, -0.05, -4.70], [-4.22, 0.03, -3.69], [-3.74, 1.33, -5.32], [-0.44, -4.09, -0.04], [-1.26, -4.25, 0.89], [-0.49, -3.02, -0.65], [0.51, -4.86, -0.27], [4.56, 4.49, 2.47], [5.15, 5.77, 2.73], [4.45, 3.61, 3.58], [3.11, 4.44, 1.77], [2.06, 4.73, 2.54], [3.18, 5.31, 0.80], [2.94, 3.21, 1.16], [4.98, 6.42, 3.94], [3.60, 6.68, 4.31], [3.17, 7.37, 3.55], [3.01, 5.75, 4.40], [3.61, 7.23, 5.31], [5.39, 7.39, 3.66], [5.63, 6.06, 4.76], [5.16, 4.12, 1.58], [6.97, -0.77, 0.59], [8.24, -0.72, 1.10], [6.42, -2.04, 0.54], [6.06, 0.11, 1.37], [6.53, 1.34, 1.44], [4.86, 0.06, 0.72], [5.88, -0.40, 2.64], [9.41, -1.03, 0.37], [10.54, -0.83, 1.27], [10.76, -1.52, 2.15], [11.47, -0.74, 0.68], [10.58, 0.13, 1.69], [9.62, -0.36, -0.52], [9.44, -2.01, 0.07], [6.98, -0.38, -0.50]],
  "charge": 4,
  "homo_lumo_gap_ev": 8.092,
  "multiplicity": 1
}